# 1
C16H25ClSSn | the ωB97M-V functional and the def2-TZVPD basis

Values from the calculation:
highest occupied orbital energy = -15.0 eV
net charge = +2
LUMO = -11.61 eV
largest force on an atom = 0.0519 Eh/bohr

Positions of all 44 atoms, in Å:
1 C 0.039 0.230 -4.866
2 C 1.416 0.790 -5.229
3 C -0.186 -1.113 -5.565
4 C -1.054 1.224 -5.270
5 Cl -0.035 -0.026 -3.070
6 H -0.142 -0.967 -6.654
7 H -1.174 -1.519 -5.317
8 H 0.593 -1.831 -5.287
9 H 1.470 0.945 -6.316
10 H 2.208 0.087 -4.947
11 H 1.583 1.756 -4.739
12 H -1.015 1.382 -6.358
13 H -0.898 2.192 -4.781
14 H -2.046 0.833 -5.019
15 C 1.531 -1.933 3.002
16 C 1.063 -2.952 2.109
17 C 1.307 -2.527 0.766
18 H 0.660 -3.917 2.394
19 C 1.916 -1.236 0.827
20 C 2.107 -0.901 2.210
21 H 2.701 -0.065 2.590
22 H 1.568 -2.011 4.093
23 H 1.197 -3.150 -0.123
24 H 2.347 -0.720 -0.032
25 C -2.224 0.524 2.434
26 C -2.316 -0.676 3.188
27 C -2.623 -1.736 2.280
28 H -2.297 -0.761 4.282
29 C -2.682 -1.199 0.953
30 C -2.400 0.202 1.046
31 H -2.515 0.911 0.229
32 H -2.161 1.536 2.841
33 H -2.848 -2.766 2.544
34 H -3.036 -1.730 0.074
35 Sn -0.342 -0.953 1.751
36 C 0.921 2.366 5.188
37 S 0.508 1.445 3.718
38 C 0.911 2.504 2.343
39 H 0.643 1.766 6.056
40 H 0.379 3.307 5.240
41 H 1.989 2.562 5.251
42 H 0.125 3.269 2.247
43 H 1.907 2.955 2.495
44 H 0.903 1.904 1.422



# 2
C16H25N2O4 | the ωB97M-V functional and the def2-TZVPD basis

Values from the calculation:
energy relative to the best compared isomer or geometry (same formula, charge and spin) = 21.4 kcal per mole
highest occupied orbital energy = -10.3 eV
net charge = +1
SMILES = CN1CC[NH+](C[C@H](O)COCc2ccc3c(c2)OCO3)CC1
LUMO = -2.15 eV
largest force on an atom = 0.0252 Eh/bohr

Positions of all 47 atoms, in Å:
1 C -5.389 -2.706 -0.150
2 N -4.486 -1.647 0.253
3 C -3.115 -2.093 0.384
4 C -2.288 -0.985 1.030
5 N -2.340 0.228 0.189
6 C -1.459 1.325 0.638
7 H -0.579 0.898 1.125
8 H -1.979 1.982 1.333
9 C -0.976 2.083 -0.625
10 O -0.750 1.129 -1.634
11 H 0.191 0.890 -1.591
12 C 0.314 2.844 -0.315
13 H 0.183 3.490 0.564
14 O 1.287 1.853 -0.086
15 C 2.606 2.366 0.094
16 C 3.543 1.201 0.258
17 C 4.071 0.888 1.499
18 C 4.937 -0.189 1.680
19 C 5.241 -0.940 0.571
20 C 4.702 -0.637 -0.684
21 C 3.855 0.426 -0.866
22 H 3.458 0.659 -1.840
23 O 5.157 -1.537 -1.602
24 C 6.034 -2.398 -0.901
25 O 6.047 -2.032 0.464
26 H 5.689 -3.438 -1.002
27 H 7.050 -2.309 -1.318
28 H 5.356 -0.422 2.643
29 H 3.820 1.499 2.353
30 H 2.882 2.964 -0.785
31 H 2.626 3.013 0.979
32 H 0.594 3.473 -1.171
33 H -1.747 2.770 -0.989
34 C -3.748 0.646 0.007
35 C -4.545 -0.493 -0.621
36 H -5.586 -0.182 -0.722
37 H -4.153 -0.709 -1.632
38 H -3.783 1.529 -0.630
39 H -4.164 0.883 0.988
40 H -1.951 0.004 -0.757
41 H -1.250 -1.303 1.143
42 H -2.703 -0.742 2.010
43 H -3.092 -2.972 1.030
44 H -2.669 -2.371 -0.589
45 H -6.404 -2.317 -0.166
46 H -5.339 -3.508 0.583
47 H -5.148 -3.114 -1.140



# 3
C16H25N3O3 | the ωB97M-V functional and the def2-TZVPD basis

Values from the calculation:
energy relative to the best compared isomer or geometry (same formula, charge and spin) = 17.8 kcal per mole
highest occupied orbital energy = -8.5 eV
SMILES = CCN(CC)Cc1cc(CC(C(N)=O)C(N)=O)ccc1OC
LUMO = 0.71 eV
largest force on an atom = 0.0114 Eh/bohr

Positions of all 47 atoms, in Å:
1 C 1.686 2.097 3.629
2 H 0.784 2.613 3.312
3 H 2.210 2.717 4.352
4 H 1.396 1.171 4.119
5 C 2.581 1.834 2.422
6 N 1.875 1.086 1.394
7 C 2.357 1.361 0.049
8 C 1.889 2.722 -0.458
9 H 2.093 2.810 -1.522
10 H 0.821 2.834 -0.289
11 H 2.400 3.536 0.049
12 H 3.458 1.299 -0.011
13 H 1.947 0.585 -0.604
14 C 1.878 -0.344 1.669
15 C 0.802 -1.052 0.893
16 C -0.431 -0.447 0.724
17 C -1.456 -1.046 0.001
18 C -1.223 -2.305 -0.532
19 C -0.004 -2.937 -0.367
20 C 1.023 -2.319 0.338
21 O 2.259 -2.867 0.540
22 C 2.531 -4.134 -0.006
23 H 3.560 -4.357 0.271
24 H 2.443 -4.130 -1.098
25 H 1.871 -4.902 0.410
26 H 0.136 -3.917 -0.796
27 H -2.003 -2.812 -1.081
28 C -2.770 -0.345 -0.199
29 H -2.776 0.617 0.317
30 H -3.575 -0.940 0.241
31 C -3.132 -0.129 -1.672
32 C -4.523 0.533 -1.772
33 O -5.154 0.872 -0.797
34 N -4.968 0.632 -3.040
35 H -4.281 0.584 -3.784
36 H -5.813 1.156 -3.201
37 C -2.162 0.697 -2.508
38 O -2.343 0.845 -3.706
39 N -1.138 1.283 -1.870
40 H -0.476 1.800 -2.427
41 H -0.892 1.058 -0.921
42 H -3.220 -1.093 -2.184
43 H -0.575 0.519 1.188
44 H 2.855 -0.804 1.446
45 H 1.682 -0.486 2.736
46 H 3.499 1.311 2.742
47 H 2.881 2.795 2.003



# 4
C16H25N3O4S | the ωB97M-V functional and the def2-TZVPD basis

Values from the calculation:
energy relative to the best compared isomer or geometry (same formula, charge and spin) = 545.2 kcal per mole
highest occupied orbital energy = -8.4 eV
LUMO = -1.25 eV
largest force on an atom = 0.3468 Eh/bohr

Positions of all 49 atoms, in Å:
1 C 6.066 4.992 0.353
2 C 4.558 4.602 0.566
3 C 3.905 4.045 -0.635
4 C 2.414 3.896 -0.464
5 C 1.687 3.402 -1.908
6 C 0.197 3.373 -1.540
7 C -0.286 2.510 -0.377
8 C 0.422 0.834 -0.697
9 C -0.126 -0.112 0.333
10 H -1.335 -0.268 0.252
11 H 0.181 0.151 1.552
12 S 0.789 -1.686 0.059
13 O 0.214 -2.131 -1.428
14 O 2.015 -1.601 0.566
15 N -0.027 -2.759 1.146
16 N -1.227 -3.288 1.246
17 C -2.184 -3.220 0.171
18 C -3.295 -3.992 0.254
19 C -3.532 -5.078 1.338
20 C -4.728 -5.607 1.381
21 C -5.534 -5.615 0.107
22 C -5.218 -4.648 -0.713
23 C -4.075 -4.036 -0.737
24 H -3.891 -3.263 -1.532
25 H -5.739 -4.907 -1.796
26 H -6.532 -6.283 0.212
27 N -5.170 -6.462 2.262
28 O -5.966 -7.304 2.391
29 O -4.305 -6.408 3.373
30 H -2.973 -4.960 2.182
31 H -1.793 -2.708 -0.585
32 H 0.614 -3.044 1.861
33 H 0.088 0.507 -1.572
34 H 1.372 0.935 -0.623
35 H -1.306 2.328 -0.430
36 H 0.232 2.583 0.724
37 H -0.132 4.141 -1.422
38 H -0.280 3.050 -2.249
39 H 2.223 2.472 -1.942
40 H 2.045 4.209 -2.361
41 H 2.211 3.252 0.453
42 H 2.005 5.049 0.116
43 H 4.440 3.409 -1.067
44 H 3.958 5.075 -1.564
45 H 4.708 3.986 1.315
46 H 4.045 5.534 0.879
47 H 6.106 5.750 -0.518
48 H 6.437 5.324 1.136
49 H 6.721 3.971 -0.067



# 5
C16H25N3O4S | the ωB97M-V functional and the def2-TZVPD basis

Values from the calculation:
energy relative to the best compared isomer or geometry (same formula, charge and spin) = 40.3 kcal per mole
highest occupied orbital energy = -8.1 eV
SMILES = CCCN(CCC)CCNS(=O)(=O)c1ccc2c(c1)oc(=O)n2C
LUMO = 0.34 eV
largest force on an atom = 0.0197 Eh/bohr

Positions of all 49 atoms, in Å:
1 C -4.288 -3.215 0.492
2 C -4.421 -2.332 -0.741
3 H -4.736 -2.929 -1.599
4 H -5.186 -1.576 -0.561
5 C -3.091 -1.648 -1.075
6 N -2.659 -0.791 0.015
7 C -1.238 -0.800 0.258
8 H -0.942 -1.837 0.444
9 C -0.341 -0.252 -0.877
10 N -0.320 1.198 -0.893
11 S 0.542 2.025 0.264
12 O 0.042 1.687 1.560
13 O 0.531 3.392 -0.159
14 C 2.212 1.384 0.120
15 C 3.069 1.972 -0.793
16 C 4.359 1.494 -0.970
17 C 4.734 0.403 -0.204
18 C 3.849 -0.185 0.716
19 C 2.571 0.294 0.900
20 H 1.884 -0.120 1.617
21 O 4.473 -1.230 1.327
22 C 5.737 -1.320 0.822
23 O 6.551 -2.134 1.144
24 N 5.899 -0.319 -0.118
25 C 7.119 -0.106 -0.847
26 H 7.517 0.889 -0.640
27 H 6.945 -0.211 -1.919
28 H 7.831 -0.860 -0.517
29 H 5.039 1.953 -1.669
30 H 2.713 2.828 -1.344
31 H -0.136 1.611 -1.794
32 H -0.724 -0.594 -1.841
33 H 0.677 -0.652 -0.753
34 H -1.039 -0.219 1.157
35 C -3.266 0.531 -0.019
36 C -3.317 1.181 1.363
37 C -4.149 2.457 1.334
38 H -3.713 3.174 0.642
39 H -4.179 2.912 2.321
40 H -5.170 2.249 1.019
41 H -2.310 1.426 1.698
42 H -3.750 0.469 2.068
43 H -4.291 0.407 -0.376
44 H -2.744 1.202 -0.718
45 H -2.338 -2.426 -1.225
46 H -3.195 -1.093 -2.023
47 H -3.915 -2.622 1.322
48 H -5.250 -3.642 0.766
49 H -3.590 -4.028 0.307



# 6
C16H25N5O5Tl | the ωB97M-V functional and the def2-TZVPD basis

Values from the calculation:
energy relative to the best compared isomer or geometry (same formula, charge and spin) = 20.5 kcal per mole
highest occupied orbital energy = -10.9 eV
net charge = +1
LUMO = -3.58 eV
largest force on an atom = 0.0647 Eh/bohr

Positions of all 52 atoms, in Å:
1 O 0.187 -5.294 -0.700
2 H -0.010 -6.244 -0.600
3 Tl -0.047 -0.640 -0.068
4 N 2.034 0.697 0.603
5 N 2.173 -1.779 -0.632
6 O 2.202 1.846 1.410
7 O 2.336 -2.841 -1.541
8 C 3.222 0.214 0.266
9 C 3.270 -1.038 -0.522
10 C 4.449 0.960 0.682
11 C 4.494 -1.575 -1.172
12 H 4.210 1.555 1.564
13 H 4.775 1.655 -0.104
14 H 5.303 0.309 0.903
15 H 4.190 -2.186 -2.025
16 H 5.002 -2.255 -0.472
17 H 5.189 -0.788 -1.488
18 H 1.361 2.337 1.393
19 H 1.528 -3.394 -1.480
20 O 0.857 0.815 -2.512
21 H 1.358 1.653 -2.457
22 H 1.159 0.406 -3.329
23 C -0.272 -4.620 0.470
24 H -1.162 -4.006 0.257
25 H 0.530 -3.944 0.800
26 H -0.515 -5.331 1.276
27 O 0.098 -0.377 2.840
28 H 0.965 -0.346 3.276
29 H -0.563 -0.289 3.552
30 C -1.073 5.558 -0.620
31 C -0.964 5.009 0.666
32 C -1.069 3.635 0.853
33 C -1.471 2.824 -0.239
34 C -1.436 3.340 -1.548
35 C -1.226 4.706 -1.726
36 N -1.858 1.510 0.082
37 N -2.823 0.986 -0.611
38 C -3.302 -0.222 -0.083
39 C -4.616 -0.664 -0.402
40 C -5.123 -1.770 0.282
41 C -4.268 -2.516 1.116
42 C -2.933 -2.102 1.222
43 N -2.494 -0.929 0.729
44 H -1.014 6.644 -0.755
45 H -0.799 5.652 1.527
46 H -0.966 3.133 1.816
47 H -1.567 2.636 -2.368
48 H -1.193 5.110 -2.734
49 H -5.160 -0.003 -1.078
50 H -6.191 -2.021 0.208
51 H -4.627 -3.344 1.742
52 H -2.151 -2.675 1.732



# 7
C16H26BeN6O2S2 | the ωB97M-V functional and the def2-TZVPD basis

Values from the calculation:
energy relative to the best compared isomer or geometry (same formula, charge and spin) = 0.0 kcal per mole
highest occupied orbital energy = -5.7 eV
LUMO = -0.04 eV
largest force on an atom = 0.0552 Eh/bohr

Positions of all 53 atoms, in Å:
1 Be 0.160 1.811 0.268
2 C -4.407 2.802 -1.278
3 N -3.154 2.239 -1.710
4 C -1.930 2.857 -1.644
5 S -0.567 1.966 -2.149
6 N -1.931 4.152 -1.296
7 C -0.773 5.023 -1.109
8 H -5.187 2.059 -1.372
9 H -4.682 3.690 -1.868
10 H -4.372 3.096 -0.220
11 H -3.117 1.260 -1.962
12 H -2.809 4.528 -0.966
13 H 0.059 4.568 -1.635
14 H -0.516 5.053 -0.053
15 H -0.980 6.000 -1.503
16 O -1.970 -5.111 2.145
17 C -1.919 -4.609 0.821
18 N -1.847 -3.166 0.758
19 C -2.952 -2.417 1.124
20 O -4.007 -2.940 1.419
21 C -2.693 -0.972 1.232
22 C -3.509 -0.218 2.075
23 C -3.229 1.116 2.273
24 C -2.099 1.647 1.674
25 N -1.338 0.940 0.846
26 C -1.640 -0.316 0.572
27 H -2.833 -4.807 2.473
28 H -2.771 -4.926 0.245
29 H -1.009 -5.002 0.369
30 H -0.921 -2.776 0.884
31 H -4.352 -0.708 2.552
32 H -3.852 1.718 2.906
33 H -1.712 2.646 1.804
34 H -1.004 -0.771 -0.167
35 N 1.277 0.448 -0.070
36 C 2.164 -0.257 -0.104
37 N 3.241 -0.998 -0.108
38 C 3.379 -2.243 -0.914
39 C 4.660 -2.211 -1.731
40 C 5.826 -1.835 -0.851
41 C 5.618 -0.508 -0.110
42 C 4.381 -0.628 0.758
43 H 2.512 -2.382 -1.566
44 H 3.390 -3.097 -0.226
45 H 4.550 -1.481 -2.545
46 H 4.831 -3.178 -2.184
47 H 6.731 -1.768 -1.467
48 H 6.026 -2.624 -0.107
49 H 5.450 0.314 -0.814
50 H 6.484 -0.235 0.502
51 H 4.153 0.315 1.259
52 H 4.493 -1.385 1.548
53 S 0.699 3.321 1.223



# 8
C16H26Br3Cl2CuO7 | the ωB97M-V functional and the def2-TZVPD basis

Values from the calculation:
energy relative to the best compared isomer or geometry (same formula, charge and spin) = 80.1 kcal per mole
highest occupied orbital energy (spin up / spin down) = -12.4 / -12.4 eV
net charge = +1
LUMO (spin up / spin down) = -5.24 / -6.58 eV
largest force on an atom = 0.0888 Eh/bohr
expectation value of S² = 0.755
spin multiplicity = 2

Positions of all 55 atoms, in Å:
1 Cu -9.638 22.280 24.659
2 C -8.846 26.384 24.506
3 C -10.107 25.507 24.634
4 O -9.935 24.314 23.825
5 H -8.806 26.946 25.439
6 H -8.816 27.074 23.662
7 H -7.808 26.054 24.539
8 H -11.008 26.097 24.462
9 H -10.130 25.298 25.704
10 O -11.219 28.866 20.640
11 C -11.183 27.662 20.762
12 O -10.080 27.044 20.214
13 C -10.290 25.652 20.164
14 C -11.537 25.355 20.911
15 C -12.005 26.723 21.595
16 H -9.419 25.153 20.590
17 H -10.435 25.142 19.211
18 H -11.139 24.593 21.582
19 H -12.387 24.942 20.368
20 H -11.917 26.857 22.673
21 H -13.067 26.844 21.379
22 O -7.087 23.238 19.690
23 C -6.897 24.167 20.419
24 O -7.018 25.383 20.042
25 C -6.525 26.379 20.956
26 C -5.638 25.536 21.881
27 C -6.192 24.129 21.714
28 H -7.451 26.657 21.459
29 H -6.146 27.289 20.491
30 H -5.761 25.940 22.886
31 H -4.622 25.561 21.487
32 H -6.935 23.840 22.457
33 H -5.406 23.376 21.773
34 O -11.974 22.203 24.301
35 C -13.188 22.454 24.235
36 O -14.025 21.656 24.992
37 C -15.339 21.977 24.817
38 C -15.276 23.236 23.998
39 C -13.937 23.391 23.367
40 H -15.674 22.169 25.836
41 H -15.915 21.101 24.520
42 H -15.486 24.063 24.676
43 H -16.126 23.126 23.325
44 H -13.557 24.406 23.491
45 H -13.891 22.983 22.357
46 C -4.792 25.552 25.921
47 Cl -4.867 26.605 27.340
48 Cl -3.661 26.160 24.714
49 H -4.537 24.546 26.253
50 H -5.782 25.552 25.465
51 C -10.835 27.725 28.188
52 Br -11.275 29.538 27.449
53 Br -12.372 26.533 28.670
54 Br -9.695 27.995 29.788
55 H -10.283 27.179 27.423